Entry 1:
Entry from the Open Molecules 2025 dataset: C27H30N4O4 in the gas phase (ωB97M-V/def2-TZVPD).

SMILES ... CC(C)C[C@H](NC(=O)c1nc[nH]c1C(=O)N1CCc2ccccc2C1)C(=O)OCc1ccccc1
E_tot ... -42638.81160 eV
Highest occupied orbital energy ... -8.90 eV
ΔE to the lowest compared entry with this formula, charge and spin ... 6.8 kcal per mole
Charge ... 0

CARTESIAN COORDINATES (ANGSTROEM)
H: -2.631862 0.516250 -3.990161
H: -0.790161 1.877774 -1.627625
C: -3.016355 2.232052 0.597268
H: 1.466389 -0.144473 0.937504
C: -2.758250 3.493914 -0.141344
H: 4.803023 -1.364902 2.507797
C: 4.601612 -5.638683 2.515423
O: 0.026186 -3.049640 1.232301
H: 2.792189 -6.479354 3.290469
H: -2.370002 0.840591 -6.419814
C: 3.841934 -0.889725 2.324195
C: 3.142905 -1.666387 4.600030
C: -0.653822 4.523228 -2.946347
C: -1.691669 2.370953 -3.486744
H: 1.143915 -4.216067 -0.498486
C: -1.808748 4.699693 -1.965871
C: 5.162528 -4.825434 1.544937
C: 0.853321 -0.804379 1.557117
C: -4.222453 0.928523 1.886813
H: 3.637712 -0.942293 1.258927
H: 3.267024 -0.665839 5.008693
H: -1.218133 -0.793549 2.016031
H: 2.594322 -3.567530 -1.336076
H: -2.690620 5.077789 -2.500215
H: 2.379325 -2.182442 5.177278
H: -0.471657 4.602305 -5.716980
H: -5.007305 2.725597 1.054850
H: 4.080505 -2.204728 4.715903
H: 0.659708 -1.425071 3.595006
N: -0.483253 -0.270416 1.558905
C: 0.842557 -2.208821 0.961760
H: 4.791546 -3.580731 -0.156598
H: 0.220849 4.154155 -2.403918
H: -2.499898 1.427315 -1.739815
C: -0.832517 0.855778 0.906527
C: -0.940946 3.704641 -5.340790
H: -5.067945 0.543544 2.420859
C: 2.102044 -3.703276 -0.371425
H: 2.651120 -2.620686 2.752548
H: -1.563126 5.415583 -1.176925
N: -2.135614 3.437202 -1.327069
H: 1.477373 0.129790 3.385113
C: -2.264773 1.165690 1.063120
C: -1.077774 3.522332 -3.975219
C: -1.399364 2.737184 -6.219469
C: -2.007445 1.592077 -5.734271
O: -3.164622 4.544081 0.343560
C: 2.751159 -1.595252 3.125082
H: -0.402679 5.480960 -3.402030
H: -1.286765 2.879489 -7.283991
H: 3.911714 0.155638 2.617006
C: 4.357169 -4.223303 0.595093
H: 1.356214 -5.397073 1.605231
O: 1.858988 -2.374978 0.121035
C: -2.156458 1.409556 -4.369573
C: 2.425474 -5.247585 1.583223
N: -3.049567 0.369085 1.851936
C: 3.233361 -5.849136 2.532671
N: -4.253642 2.063122 1.154136
O: -0.042740 1.547542 0.281964
H: 6.229316 -4.657230 1.530069
H: 5.230259 -6.105903 3.258992
C: -1.773222 2.201999 -1.999950
C: 1.397760 -0.886938 2.994817
C: 2.984014 -4.433616 0.605923

Cartesian forces (eV/Å) of the 6 atoms listed first:
H -0.07 -0.09 0.05
H -0.29 0.00 -0.11
C 0.44 -0.34 0.26
H -0.09 -0.15 0.10
C -0.01 0.13 -0.09
H 0.14 -0.01 -0.02

Entry 2:
Entry from the Open Molecules 2025 dataset: a 2-piece molecular cluster, C4H12N2O overall at a distorted geometry (ωB97M-V/def2-TZVPD).

SMILES ... N/C=C/CCN.O
E_tot ... -9369.01576 eV
Highest occupied orbital energy ... -7.79 eV
ΔE to the lowest compared entry with this formula, charge and spin ... 50.2 kcal per mole
Charge ... 0

CARTESIAN COORDINATES (ANGSTROEM)
C: 0.469077 1.267380 -0.041352
H: 1.308954 -2.960149 2.105711
O: -4.107005 2.375119 -1.904583
H: -4.841932 2.644661 -2.467656
N: 1.008717 2.523681 0.242743
C: 0.268100 -1.219510 0.069142
H: -0.574962 -1.654838 0.594196
H: -4.021601 1.446209 -2.050577
H: 2.017946 -2.409094 -0.672488
H: 2.298119 -1.569901 0.638056
C: 1.460222 -2.153143 0.244959
H: 1.361268 2.996170 -0.568825
H: 0.462578 -3.773481 0.900560
H: 0.018810 -1.090977 -0.993846
H: 0.107152 1.265044 -1.067318
H: 1.469346 2.708121 1.114604
H: 0.680555 0.135187 1.772548
N: 1.305392 -3.288284 1.150523
C: 0.534127 0.149077 0.691558

Cartesian forces (eV/Å) of the 6 atoms listed first:
C 1.38 0.11 0.06
H -0.40 -0.23 0.02
O -0.23 0.96 0.01
H 0.11 0.00 0.09
N -1.01 0.04 0.08
C -0.29 0.85 0.03

Entry 3:
Entry from the Open Molecules 2025 dataset: C4H8CoF3O5S as an isolated structure at a distorted geometry (ωB97M-V/def2-TZVPD).

<S²> ... 3.759
Multiplicity ... 4
E_tot ... -71119.98023 eV
Highest occupied orbital energy (alpha / beta) ... -13.36 / -13.30 eV
ΔE to the lowest compared entry with this formula, charge and spin ... 0.0 kcal per mole
Charge ... +1

CARTESIAN COORDINATES (ANGSTROEM)
S: 0.149491 -1.092020 -1.183815
C: 0.190656 -2.619514 -3.304928
H: -0.140229 3.142336 2.925987
O: 1.357947 -0.497121 2.838806
H: -0.680676 -2.205677 -3.822092
H: -0.088363 -3.450744 -2.649762
F: 0.284970 1.456995 -1.763459
F: -1.253608 0.390700 -2.841934
O: 0.351441 1.336708 2.067141
H: 0.724627 1.041798 4.084348
C: 0.437780 0.427029 3.209296
H: -0.571839 -0.004618 3.351300
H: -1.526971 2.125927 2.385558
C: -0.648463 0.527502 -1.686243
C: -0.505222 2.455469 2.148646
H: 0.959133 -2.920415 -4.019092
O: -0.866342 -1.951491 -0.624318
H: -0.519098 2.924617 1.159843
F: -1.520546 0.864571 -0.766220
O: 1.320316 -0.755708 -0.173712
O: 0.824889 -1.574712 -2.511355
Co: 1.720105 0.378369 1.175995

Cartesian forces (eV/Å) of the 6 atoms listed first:
S 1.80 -1.11 3.27
C -0.50 -0.71 -0.40
H -0.17 -0.08 -0.33
O 0.31 0.90 -0.87
H 0.23 -0.09 0.15
H 0.07 0.21 -0.22

Entry 4:
Entry from the Open Molecules 2025 dataset: C4H10NO2 in the gas phase at a distorted geometry (ωB97M-V/def2-TZVPD).

<S²> ... 0.758
Multiplicity ... 2
E_tot ... -9891.59950 eV
Highest occupied orbital energy (alpha / beta) ... -9.01 / -8.89 eV
ΔE to the lowest compared entry with this formula, charge and spin ... 49.4 kcal per mole
Charge ... 0

CARTESIAN COORDINATES (ANGSTROEM)
H: -1.624487 -0.893649 -1.802638
C: -1.004678 0.064706 -0.076081
H: 1.056462 -2.425965 -0.030297
H: -1.869912 0.214829 0.571453
H: 0.379771 3.030503 -0.289420
O: 1.985768 -0.894111 0.666102
H: -0.886310 -1.976157 -0.026378
N: -0.443492 -1.192142 0.426509
C: -0.038751 1.206025 0.389608
H: 1.001660 0.915624 0.275860
H: -0.414209 0.248866 -2.142872
H: -2.147912 0.810771 -1.778715
O: -0.195537 2.301074 -0.547984
C: 0.959174 -1.658014 0.781445
H: 0.794924 -2.158259 1.744354
H: -0.370442 1.520883 1.368527
C: -1.326968 0.144234 -1.564979

Cartesian forces (eV/Å) of the 6 atoms listed first:
H -0.45 0.37 -0.22
C 1.63 1.31 1.30
H 0.42 -0.35 0.30
H -0.57 -0.03 -0.57
H -0.08 -0.24 0.07
O 0.54 0.24 0.14

Entry 5:
Entry from the Open Molecules 2025 dataset: C25H44Cl3LaN4O3SeSi as an isolated structure at a distorted geometry (ωB97M-V/def2-TZVPD).

E_tot ... -150396.07038 eV
Highest occupied orbital energy ... -5.47 eV
Charge ... 0

CARTESIAN COORDINATES (ANGSTROEM)
C: 6.062291 -3.131958 0.515498
H: 1.035180 0.752743 3.774256
C: -1.551591 -0.675946 2.588998
H: 0.695673 -1.092986 -4.993621
C: -1.105433 3.962363 -0.106700
Cl: 1.475070 -4.392315 0.804361
H: -2.854134 1.441417 1.382229
C: 4.096112 2.182382 0.040261
C: 6.191830 -2.611904 -1.917301
H: -0.008850 5.507426 0.914735
H: 4.047156 -1.313572 -1.500736
H: 5.899456 -2.574449 1.449495
Si: -0.704796 -2.087238 -3.287718
H: 1.487633 -2.495565 -4.279168
H: 3.808350 1.531612 -0.803081
H: 5.600799 -4.132084 0.566786
Cl: 1.955276 0.145324 -1.286818
H: 7.278943 -2.545242 -1.806265
H: 1.506107 -0.957774 -3.398452
H: -3.489149 -0.116800 4.042380
C: -2.581939 2.182007 -1.280508
H: -0.883002 4.352464 -1.104811
H: 4.752741 -0.089540 4.019506
C: 4.916698 0.948406 2.067429
O: -0.569075 -1.360861 2.176681
H: 7.133325 -3.273094 0.347084
C: -2.210487 2.322465 1.269315
N: 5.565780 -2.378928 -0.624507
C: 4.367052 -1.798730 -0.572691
H: -1.379808 0.167307 3.296448
O: 3.659849 -1.817087 0.473811
N: -2.815520 -0.889808 2.219067
H: -6.536057 0.808984 -0.222673
H: -5.686817 1.816372 -2.694388
H: 5.809692 -1.850319 -2.607357
C: -0.598353 -3.978136 -3.098618
H: -7.017974 2.371863 -0.848203
La: 1.254467 -1.791641 0.738393
H: 5.950730 -3.622011 -2.285416
H: -4.922406 0.276835 -2.316483
H: -2.528777 -2.636539 1.016098
H: -4.080947 1.527520 -3.319667
Se: 1.017624 1.662270 1.222417
C: -3.904588 -0.406937 3.071592
N: 2.965882 0.575844 3.033703
H: -3.110612 -2.061721 -3.885287
C: -3.180473 -1.762590 1.101073
C: -1.731432 2.993659 2.415120
C: 4.334828 0.405286 3.166445
H: -4.387378 0.465011 2.614727
H: -4.619488 2.980767 0.584924
C: 1.968866 0.223154 4.009346
H: -1.962980 2.603667 3.402082
C: -4.722993 1.352217 -2.448709
C: 2.682793 1.237349 1.859749
C: -4.122883 1.929001 -1.193864
C: -6.375432 1.895680 -0.086244
C: -0.987347 4.159785 2.289125
C: -1.931118 2.835804 0.007671
H: -6.785613 2.204547 0.888723
H: -0.081532 -4.410826 -3.980119
H: -0.599534 4.672393 3.177143
H: 5.158413 2.463749 -0.038566
O: -1.978115 1.126548 -1.839347
H: 5.955228 1.020810 1.778064
H: -2.580276 3.088694 -1.991125
C: -4.928096 2.264640 -0.169461
Cl: -0.733999 -1.734426 -0.900197
H: -3.156664 -1.219369 0.150480
H: -0.040843 -4.328692 -2.213565
C: 0.901028 -1.598996 -4.043042
H: -2.024735 -2.163635 -5.291897
N: 3.898784 1.469027 1.285251
H: -4.205652 -2.086572 1.269829
C: -2.181204 -1.669317 -4.319479
H: 1.769121 -0.857060 4.011735
H: 3.450905 3.073974 0.021686
H: -2.225556 -0.580906 -4.460826
H: -1.592193 -4.454256 -3.084769
H: -4.643509 -1.202653 3.201268
H: 2.302642 0.531292 5.004906
C: -0.636963 4.619823 1.031788

Cartesian forces (eV/Å) of the 6 atoms listed first:
C 0.29 -0.21 0.10
H 0.36 -0.10 -0.10
C 0.12 -0.57 -0.38
H 0.07 0.13 0.19
C -0.36 0.00 0.11
Cl 0.08 -0.84 0.02

Entry 6:
Entry from the Open Molecules 2025 dataset: an isolated ion of composition C10H8NO2S and charge -1 at a distorted geometry (ωB97M-V/def2-TZVPD).

SMILES ... O=C1C=C([O-])N[C@]1(S)c1ccccc1
E_tot ... -26920.32428 eV
Highest occupied orbital energy ... -4.17 eV
ΔE to the lowest compared entry with this formula, charge and spin ... 0.0 kcal per mole
Charge ... -1

CARTESIAN COORDINATES (ANGSTROEM)
H: -0.230700 -0.924931 3.283918
H: 2.421940 -2.189379 -1.820620
O: 3.750568 -0.562297 0.048609
H: -0.174728 1.269959 -3.331399
C: 0.725381 0.598385 -1.189138
O: -0.094645 -1.289076 -2.646518
C: -1.914033 0.559042 0.038091
C: -2.186972 -0.131796 2.387460
H: 2.098948 1.667479 -0.108143
C: -0.523203 0.348906 0.190623
S: -0.063368 1.894713 -2.147437
C: -0.835191 -0.383215 2.441638
C: -2.724504 0.393017 1.219438
N: 1.939311 0.787736 -0.628896
H: 1.040568 -0.482138 1.360702
C: 0.813309 -0.894668 -1.896098
H: -2.329010 0.997378 -0.850828
C: 0.000359 -0.223835 1.376817
H: -3.764871 0.581130 1.054886
C: 2.744966 -0.436013 -0.629289
H: -2.719378 -0.287287 3.327257
C: 2.025254 -1.293109 -1.481075

Cartesian forces (eV/Å) of the 6 atoms listed first:
H -1.97 1.18 -0.84
H 0.81 -1.64 -0.26
O 0.23 0.07 -0.22
H 0.15 -0.23 0.11
C -4.77 -2.01 1.50
O 0.73 -0.04 0.55

Entry 7:
Entry from the Open Molecules 2025 dataset: C12H5N8O6 as an isolated structure at a distorted geometry (ωB97M-V/def2-TZVPD).

E_tot ... -36717.64172 eV
Highest occupied orbital energy ... -4.90 eV
ΔE to the lowest compared entry with this formula, charge and spin ... 35.7 kcal per mole
Charge ... -1

CARTESIAN COORDINATES (ANGSTROEM)
C: 1.888137 0.215356 0.250208
C: -2.315527 -1.291959 -0.489922
H: 3.017074 0.545058 -2.940449
C: 1.790247 0.414676 -1.114697
C: -1.142549 -1.189904 0.322724
N: 1.531252 -0.164411 2.386600
H: 5.170818 0.282294 -1.733455
O: 0.853685 -2.455254 0.215291
C: 3.007461 0.423382 -1.821998
C: -3.139194 -0.155259 -0.700582
N: 0.972931 0.174395 1.215589
N: -3.561617 2.237439 -0.077199
O: -2.888946 3.006572 0.855853
C: -2.795293 1.075831 -0.176559
N: 2.835688 -0.222233 2.304192
N: -0.329409 -2.375626 0.616517
O: -5.148617 0.004872 -2.070217
N: -2.797129 -2.373699 -1.165400
C: 4.232639 0.259472 -1.164728
C: 4.318407 0.073358 0.247575
H: -0.423073 0.150394 1.993502
H: 5.242461 -0.038676 0.804479
O: -0.995336 2.948682 2.106442
H: 0.814149 0.547441 -1.589257
C: -0.911477 0.041304 1.024790
N: -4.179352 -0.512642 -1.546944
C: -1.636132 1.174697 0.617851
C: 3.137532 0.018433 0.952079
O: -0.929985 -3.296926 1.190654
N: -1.705757 2.387321 1.298162
O: -3.913090 -1.904389 -1.811102

Cartesian forces (eV/Å) of the 6 atoms listed first:
C 2.10 0.15 1.06
C 0.48 -2.00 -0.59
H -0.11 -0.10 1.31
C 0.74 0.19 -0.84
C -0.38 0.96 0.04
N 0.22 0.59 -0.26

Q: charge of number 6 (C10H8NO2S)?
A: -1

Q: Which of these has the lowest E_tot?
A: C25H44Cl3LaN4O3SeSi

Please write out number 3 again, unchanged.
Entry from the Open Molecules 2025 dataset: C4H8CoF3O5S as an isolated structure at a distorted geometry (ωB97M-V/def2-TZVPD).

<S²> ... 3.759
Multiplicity ... 4
E_tot ... -71119.98023 eV
Highest occupied orbital energy (alpha / beta) ... -13.36 / -13.30 eV
ΔE to the lowest compared entry with this formula, charge and spin ... 0.0 kcal per mole
Charge ... +1

CARTESIAN COORDINATES (ANGSTROEM)
S: 0.149491 -1.092020 -1.183815
C: 0.190656 -2.619514 -3.304928
H: -0.140229 3.142336 2.925987
O: 1.357947 -0.497121 2.838806
H: -0.680676 -2.205677 -3.822092
H: -0.088363 -3.450744 -2.649762
F: 0.284970 1.456995 -1.763459
F: -1.253608 0.390700 -2.841934
O: 0.351441 1.336708 2.067141
H: 0.724627 1.041798 4.084348
C: 0.437780 0.427029 3.209296
H: -0.571839 -0.004618 3.351300
H: -1.526971 2.125927 2.385558
C: -0.648463 0.527502 -1.686243
C: -0.505222 2.455469 2.148646
H: 0.959133 -2.920415 -4.019092
O: -0.866342 -1.951491 -0.624318
H: -0.519098 2.924617 1.159843
F: -1.520546 0.864571 -0.766220
O: 1.320316 -0.755708 -0.173712
O: 0.824889 -1.574712 -2.511355
Co: 1.720105 0.378369 1.175995

Cartesian forces (eV/Å) of the 6 atoms listed first:
S 1.80 -1.11 3.27
C -0.50 -0.71 -0.40
H -0.17 -0.08 -0.33
O 0.31 0.90 -0.87
H 0.23 -0.09 0.15
H 0.07 0.21 -0.22

Q: Which formula does entry 6 have?
A: C10H8NO2S